1.
14
Properties=species:S:1:pos:R:3 method="wB97M-V/def2-TZVPD" e_tot_ev=-10304.1220 de_lowest_ev=5.481 largest_force_ev_per_a=6.06 homo_lumo_gap_ha=0.3812 e_homo_ev=-9.5 e_lumo_ev=0.848
C 2.0527 -1.1853 -0.1769
C 0.9324 -1.2667 -0.6391
C -0.3510 -0.8923 -0.8171
C -1.3797 -1.1622 0.2512
N -1.0531 0.2196 -0.2815
N -0.0481 0.9838 0.4428
C -0.0548 2.3401 0.3181
O 0.8009 2.9569 0.8016
H 2.9938 -1.1553 0.4135
H -0.6208 -1.1933 -1.7820
H -0.8114 -1.6103 1.0693
H -2.3074 -1.5619 0.1998
H 0.8398 0.5161 0.3389
H -0.9934 3.0110 -0.1384

***

2.
10
Properties=species:S:1:pos:R:3 method="wB97M-V/def2-TZVPD" e_tot_ev=-23821.0626 spin_multiplicity=6 largest_force_ev_per_a=6.87 homo_lumo_gap_ha="0.2011 / 0.2329" e_homo_ev="-6.0 / -7.1" e_lumo_ev="-0.549 / -0.782"
O 1.6892 -2.0436 1.4552
C 0.6357 -1.6416 1.0399
O 0.4702 0.6727 0.7410
C -0.5646 1.6595 0.8660
C -1.3826 1.7217 -0.4328
Pm -0.0230 -0.1573 -1.2965
H -0.0661 2.6281 1.0714
H -1.1970 1.4434 1.7500
H -1.2848 2.6950 -0.9403
H -2.4546 1.5308 -0.2622

***

3.
54
Properties=species:S:1:pos:R:3 method="wB97M-V/def2-TZVPD" e_tot_ev=-104832.4035 spin_multiplicity=3 de_lowest_ev=0.849 largest_force_ev_per_a=1.48 charge=+2 homo_lumo_gap_ha="0.3111 / 0.1899" e_homo_ev="-13.7 / -14.1" e_lumo_ev="-5.271 / -8.942"
Au -0.0399 -0.1783 0.1285
C 2.8428 -1.2451 -0.7453
C 1.9780 -0.0406 -0.8026
O 2.2242 1.0298 -1.2572
H 3.8138 -1.0381 -1.2046
H 2.3589 -2.0728 -1.2627
H 2.9854 -1.5432 0.2933
N -0.0559 0.1397 6.4386
C 0.0968 0.2166 5.1162
C -0.6210 1.1544 4.3405
C -0.5140 1.1256 2.9730
N 0.2779 0.2678 2.3274
C 1.0033 -0.5968 3.0438
C 0.9464 -0.6642 4.4112
H -0.6435 0.7916 6.9335
H 0.4352 -0.5575 6.9747
H -1.2652 1.8746 4.8181
H -1.0800 1.8028 2.3527
H 1.6465 -1.2672 2.4948
H 1.5423 -1.3927 4.9375
Br -1.4276 -2.5862 1.6006
C -1.5557 -2.9574 -0.2563
C -2.1762 -4.1122 -0.6984
C -2.2869 -4.2998 -2.0667
C -1.7496 -3.3455 -2.9234
C -1.1208 -2.2384 -2.3803
N -1.0425 -2.0370 -1.0647
H -2.5596 -4.8283 0.0102
H -2.7816 -5.1776 -2.4542
H -1.8191 -3.4693 -3.9908
H -0.6689 -1.4754 -2.9989
C -3.9974 1.2943 -3.3323
C -3.9447 0.2536 -2.2239
N -2.7924 0.5205 -1.3837
C -2.1546 1.6981 -1.2799
N -1.1324 1.7765 -0.4393
C -0.3418 2.9793 -0.3841
C -0.4975 3.8520 -1.6228
C -1.9835 4.0471 -1.8660
N -2.6179 2.7537 -1.9755
C -3.8776 2.6655 -2.6840
H -4.9293 1.2172 -3.8875
H -3.1730 1.1439 -4.0306
H -3.8493 -0.7545 -2.6354
H -4.8652 0.2886 -1.6291
H -2.4689 -0.2159 -0.7763
H 0.7050 2.7032 -0.2432
H -0.6400 3.5324 0.5167
H -0.0412 3.3604 -2.4826
H -0.0085 4.8130 -1.4760
H -2.1605 4.6022 -2.7890
H -2.4435 4.6164 -1.0483
H -3.9066 3.4573 -3.4341
H -4.7091 2.8267 -1.9885